Entry 1:
12
Properties=species:S:1:pos:R:3:lowdin_charge:R:1 method="wB97M-V/def2-TZVPD" e_above_lowest_kcal_mol=47.6 max_force_ev_per_a=0.61 spin_multiplicity=1 total_energy_ha=-265.45968 homo_energy_ev=-8.74 smiles="[H]/N=C/N=C=CC" homo_lumo_gap_ev=9.62
C -2.350 -0.002 0.267 -0.109
C 0.028 0.170 -0.433 -0.106
C -1.086 0.753 -0.067 -0.143
N 2.910 0.343 0.197 0.097
C 2.233 -0.626 -0.258 -0.313
N 1.007 -0.405 -0.899 0.101
H -3.025 0.621 0.857 0.068
H -2.149 -0.917 0.833 0.074
H -2.874 -0.288 -0.653 0.073
H -1.096 1.840 -0.094 0.105
H 3.812 0.008 0.531 0.041
H 2.552 -1.672 -0.300 0.112

---

Entry 2:
12
Properties=species:S:1:pos:R:3:lowdin_charge:R:1 method="wB97M-V/def2-TZVPD" e_above_lowest_kcal_mol=15.1 max_force_ev_per_a=4.66 spin_multiplicity=1 total_energy_ha=-265.51159 homo_energy_ev=-8.30 smiles=Cc1c[nH]cn1 homo_lumo_gap_ev=9.26
N 0.610 0.290 -1.148 0.056
C -0.311 1.268 -1.362 -0.158
C -0.888 0.330 0.605 -0.085
C 0.274 -0.322 0.076 -0.315
N -1.175 1.337 -0.250 0.018
C 1.152 -1.434 0.664 -0.062
H -0.328 1.831 -2.314 0.113
H -1.351 0.120 1.528 0.096
H -2.039 1.786 -0.099 0.124
H 1.390 -1.280 1.747 0.080
H 0.588 -2.359 0.452 0.069
H 2.079 -1.567 0.100 0.064

---

Entry 3:
12
Properties=species:S:1:pos:R:3:lowdin_charge:R:1 method="wB97M-V/def2-TZVPD" e_above_lowest_kcal_mol=55.6 max_force_ev_per_a=2.78 spin_multiplicity=1 total_energy_ha=-265.44700 homo_energy_ev=-10.07 smiles=N#CC1(N)CC1 homo_lumo_gap_ev=10.39
N 1.238 0.039 0.999 0.082
C -0.010 0.041 0.320 -0.580
C 0.016 -0.371 -1.137 -0.072
C -0.345 1.033 -0.730 -0.090
C -1.165 -0.443 1.137 -0.120
N -1.641 -1.498 1.085 0.171
H 1.142 0.532 1.878 0.085
H 1.533 -0.914 1.205 0.096
H -0.748 -1.024 -1.556 0.106
H 1.009 -0.520 -1.553 0.106
H 0.369 1.831 -0.859 0.105
H -1.398 1.293 -0.790 0.110

---

Entry 4:
12
Properties=species:S:1:pos:R:3:lowdin_charge:R:1 method="wB97M-V/def2-TZVPD" e_above_lowest_kcal_mol=90.5 max_force_ev_per_a=3.38 spin_multiplicity=1 total_energy_ha=-265.39129 homo_energy_ev=-9.75 smiles="[H]/N=C1/CN2C[C@@H]12" homo_lumo_gap_ev=10.84
N 1.304 1.899 -1.196 0.168
C 0.885 1.018 -0.397 -0.342
C 0.353 0.760 0.974 -0.116
N 0.127 -0.671 0.653 -0.058
C 0.675 -0.554 -0.716 -0.175
C -0.775 -0.761 -0.497 -0.127
H 1.140 0.863 1.726 0.122
H -0.547 1.296 1.279 0.119
H 1.293 -1.381 -1.123 0.139
H 1.334 1.067 -1.803 0.050
H -1.443 0.064 -0.742 0.113
H -1.228 -1.746 -0.592 0.107

---

Entry 5:
12
Properties=species:S:1:pos:R:3:lowdin_charge:R:1 method="wB97M-V/def2-TZVPD" e_above_lowest_kcal_mol=69.9 max_force_ev_per_a=7.67 spin_multiplicity=3 total_energy_ha=-265.25901 homo_energy_ev="-6.25 / -9.75" homo_lumo_gap_ev="7.24 / 6.82"
C -0.104 0.438 0.117 -0.170
C 1.346 0.001 0.098 -0.342
C 2.475 -0.785 0.550 -0.131
C -2.337 0.210 -0.374 -0.133
N 2.307 0.104 -0.662 0.130
N -1.105 -0.345 0.043 0.023
H -0.268 1.527 0.053 0.111
H 3.123 -0.402 1.339 0.070
H 2.415 -1.960 0.378 0.116
H -2.258 1.426 -0.389 0.136
H -3.137 -0.195 0.327 0.093
H -2.455 -0.020 -1.480 0.097

---

Entry 6:
12
Properties=species:S:1:pos:R:3:lowdin_charge:R:1 method="wB97M-V/def2-TZVPD" e_above_lowest_kcal_mol=77.1 max_force_ev_per_a=9.68 spin_multiplicity=1 total_energy_ha=-264.64122 homo_energy_ev=-22.49 charge=+2 smiles="C1#[N+]C=[NH+]CC1" homo_lumo_gap_ev=10.06
C -0.940 1.149 0.140 0.256
C -1.387 -0.942 0.135 0.001
C 0.379 1.449 0.036 0.066
C 0.930 -0.098 0.036 0.034
N -1.761 0.284 0.082 0.313
N -0.092 -1.138 0.018 0.147
H -2.053 -2.004 -0.057 0.288
H 0.700 2.019 -0.843 0.195
H 0.893 1.870 0.826 0.147
H 1.529 -0.238 -0.863 0.171
H 1.596 -0.237 0.803 0.134
H 0.208 -2.114 -0.313 0.249

---

Entry 7:
13
Properties=species:S:1:pos:R:3:lowdin_charge:R:1 method="wB97M-V/def2-TZVPD" e_above_lowest_kcal_mol=63.2 max_force_ev_per_a=2.42 spin_multiplicity=1 total_energy_ha=-340.69413 homo_energy_ev=-9.94 homo_lumo_gap_ev=10.81
C -0.731 -0.148 1.434 -0.032
C -0.046 -0.559 -1.488 -0.376
C 0.337 0.605 0.716 -0.385
C 0.916 -0.080 -0.521 -0.159
N -0.939 -0.354 -2.302 0.195
N 0.747 1.710 1.149 0.148
O 0.671 -1.479 -0.723 0.076
H -1.320 -1.154 -2.799 0.074
H 1.493 2.150 0.615 0.055
H 1.861 0.318 -0.886 0.148
H -1.627 -0.189 0.814 0.088
H -0.405 -1.171 1.621 0.086
H -0.959 0.350 2.371 0.082

---

Entry 8:
13
Properties=species:S:1:pos:R:3:lowdin_charge:R:1 method="wB97M-V/def2-TZVPD" e_above_lowest_kcal_mol=75.2 max_force_ev_per_a=3.31 spin_multiplicity=1 total_energy_ha=-340.67509 homo_energy_ev=-8.74 smiles="C=C=CN.N=C=O" homo_lumo_gap_ev=9.52
C -1.103 -1.345 -0.860 0.029
C -0.789 0.693 0.537 -0.272
C -0.784 -0.469 0.032 -0.168
C 1.944 -0.111 0.259 -0.488
N -1.043 1.833 -0.263 0.052
N 2.070 -0.952 1.080 0.217
O 1.968 0.553 -0.675 0.163
H -2.058 -1.659 -0.984 0.022
H -0.376 -2.049 -1.287 0.073
H -0.435 0.733 1.571 0.117
H -0.222 2.452 -0.260 0.082
H -1.062 1.428 -1.200 0.086
H 1.890 -1.108 2.049 0.088

---

Entry 9:
13
Properties=species:S:1:pos:R:3:lowdin_charge:R:1 method="wB97M-V/def2-TZVPD" e_above_lowest_kcal_mol=67.5 max_force_ev_per_a=2.12 spin_multiplicity=1 total_energy_ha=-340.68727 homo_energy_ev="-7.76 / -7.76" smiles=Cc1ncc(O)[nH]1 homo_lumo_gap_ev="8.09 / 8.09"
C 2.082 -0.294 0.169 -0.012
C 0.655 -0.009 -0.114 -0.381
N 0.056 -0.344 -1.261 0.127
C -1.188 0.119 -1.119 -0.125
C -1.448 0.656 0.140 -0.299
O -2.301 -0.376 0.709 -0.042
N -0.172 0.615 0.740 0.127
H 2.433 -1.021 -0.566 0.085
H 2.214 -0.706 1.175 0.083
H 2.677 0.618 0.081 0.084
H -1.980 -0.070 -1.835 0.115
H -3.166 -0.289 0.306 0.077
H 0.139 1.100 1.574 0.161

---

Entry 10:
13
Properties=species:S:1:pos:R:3:lowdin_charge:R:1 method="wB97M-V/def2-TZVPD" e_above_lowest_kcal_mol=22.3 max_force_ev_per_a=0.35 spin_multiplicity=1 total_energy_ha=-340.75932 homo_energy_ev=-7.15 smiles=Nc1ccc(O)[nH]1 homo_lumo_gap_ev=7.99
N -2.308 -0.280 -0.010 0.084
C -0.939 0.038 -0.069 -0.386
C -0.308 1.169 -0.500 -0.060
C 1.108 0.956 -0.370 -0.053
C 1.270 -0.309 0.117 -0.398
O 2.355 -1.072 0.421 0.063
N 0.037 -0.869 0.308 0.133
H -2.813 0.275 0.670 0.081
H -2.482 -1.262 0.158 0.073
H -0.801 2.049 -0.890 0.098
H 1.894 1.648 -0.638 0.096
H 3.135 -0.600 0.106 0.111
H -0.111 -1.765 0.736 0.157